# C30H38F2IrNO2Si

A molecular structure, C30H38F2IrNO2Si at a distorted geometry (ωB97M-V/def2-TZVPD, the OMol25 dataset).

Output
HOMO energy	-7.96	eV
LUMO level	-0.70	eV
charge	0
relative energy (zero: lowest compared OMol25 entry of this formula, charge and spin)	6.9	kJ/mol
DFT total energy	-1964.79844	Eh
orbital gap	7.3	eV

Each line ends with the Mulliken charge.
Atoms and positions in Å:
Ir  0.818  -0.539  -0.115  -0.03
F  5.666  -0.884  -2.525  -0.35
C  4.939  -0.972  -1.399  0.87
C  3.560  -0.925  -1.481  -1.08
C  2.788  -1.023  -0.325  0.42
C  3.452  -1.193  0.898  -0.16
C  4.837  -1.189  0.933  0.55
F  5.485  -1.266  2.115  -0.35
C  5.613  -1.080  -0.200  -0.94
C  2.580  -1.337  2.052  0.73
C  2.930  -1.824  3.305  -0.82
C  1.962  -1.926  4.288  -0.58
C  0.661  -1.542  4.013  -1.08
C  0.362  -1.085  2.746  -0.28
N  1.297  -0.999  1.791  -0.06
H  3.102  -0.833  -2.458  0.42
H  6.692  -1.083  -0.149  0.50
H  3.950  -2.109  3.505  0.56
H  2.227  -2.304  5.267  0.42
H  -0.115  -1.591  4.763  0.49
H  -0.633  -0.787  2.459  0.86
C  -1.294  2.109  -0.252  -1.32
Si  0.543  1.761  -0.345  0.36
C  1.365  2.787  1.047  2.36
C  0.788  4.213  1.041  -1.77
C  1.048  2.149  2.402  -1.87
C  2.891  2.862  0.911  -1.68
C  1.074  2.140  -2.143  2.65
C  0.466  3.466  -2.620  -1.87
C  0.520  0.998  -3.011  -1.93
C  2.591  2.209  -2.337  -2.11
H  -1.504  3.166  -0.427  0.49
H  -1.699  1.831  0.724  0.23
H  -1.836  1.524  -1.000  0.16
H  -0.285  4.218  1.243  0.33
H  0.953  4.721  0.088  0.28
H  1.274  4.810  1.822  0.51
H  -0.027  1.991  2.547  0.26
H  1.400  2.804  3.207  0.60
H  1.548  1.193  2.508  0.35
H  3.197  3.452  0.050  0.33
H  3.339  1.867  0.822  0.21
H  3.315  3.344  1.800  0.53
H  -0.624  3.457  -2.572  0.31
H  0.750  3.643  -3.665  0.50
H  0.825  4.314  -2.034  0.33
H  -0.572  0.979  -3.014  0.25
H  0.860  0.012  -2.674  0.23
H  0.857  1.121  -4.048  0.59
H  3.017  3.100  -1.878  0.34
H  2.821  2.256  -3.409  0.55
H  3.100  1.344  -1.923  0.39
C  -7.173  -2.891  -0.166  -1.52
C  -5.698  -2.696  -0.405  0.70
C  -4.753  -3.392  0.345  -0.87
C  -3.399  -3.116  0.243  0.83
C  -2.400  -3.899  1.057  -1.37
C  -2.976  -2.123  -0.649  0.60
C  -3.892  -1.481  -1.482  0.84
C  -3.479  -0.483  -2.535  -1.37
C  -5.246  -1.777  -1.336  -0.83
C  -1.575  -1.599  -0.549  0.65
O  -0.770  -1.643  -1.516  -0.72
O  -1.233  -1.036  0.538  -0.69
H  -7.371  -3.828  0.354  0.36
H  -7.735  -2.884  -1.100  0.37
H  -7.560  -2.081  0.455  0.29
H  -5.085  -4.156  1.041  0.29
H  -2.905  -4.623  1.696  0.41
H  -1.798  -3.241  1.686  0.09
H  -1.714  -4.443  0.404  0.32
H  -2.430  -0.210  -2.459  -0.25
H  -4.089  0.420  -2.473  0.38
H  -3.629  -0.911  -3.529  0.42
H  -5.964  -1.257  -1.963  0.42

# C30H38Ge2IN2O2V

A molecular structure, C30H38Ge2IN2O2V at a distorted geometry (ωB97M-V/def2-TZVPD, the OMol25 dataset).

Output
HOMO energy (alpha / beta)	-13.28 / -13.27	eV
LUMO level (alpha / beta)	-7.39 / -8.20	eV
charge	+2
relative energy (zero: lowest compared OMol25 entry of this formula, charge and spin)	93.7	kJ/mol
DFT total energy	-6820.86321	Eh
expectation value of S²	2.033
2S+1	3
orbital gap (alpha / beta)	5.9 / 5.1	eV

Each line ends with the Löwdin spin population.
Atoms and positions in Å:
V  0.085  0.169  0.032  1.78
C  0.840  3.649  2.796  0.00
C  0.917  2.264  3.361  -0.01
N  1.161  2.132  4.656  0.01
C  1.197  0.935  5.228  -0.01
C  1.041  -0.251  4.528  0.01
C  1.017  -1.592  5.228  0.00
O  0.009  -2.440  4.685  0.00
C  0.859  -0.155  3.140  0.00
C  0.850  -1.359  2.331  0.04
N  0.444  -1.518  1.101  -0.01
C  0.469  -2.847  0.582  0.01
C  0.279  -3.967  1.396  0.00
C  0.330  -5.243  0.860  0.00
C  0.556  -5.433  -0.495  0.00
C  0.709  -4.336  -1.329  0.00
C  0.651  -3.072  -0.780  0.01
I  0.773  -1.364  -2.035  -0.01
C  0.734  1.127  2.564  0.00
O  0.433  1.147  1.257  -0.04
H  0.979  4.360  3.604  0.00
H  -0.130  3.830  2.326  0.00
H  1.622  3.809  2.051  0.00
H  1.362  0.929  6.300  0.00
H  0.877  -1.435  6.296  0.00
H  1.985  -2.086  5.098  0.00
H  -0.699  -2.562  5.325  0.00
H  1.276  -2.224  2.824  0.00
H  0.055  -3.838  2.448  0.00
H  0.179  -6.094  1.510  0.00
H  0.596  -6.431  -0.909  0.00
H  0.862  -4.472  -2.392  0.00
C  -0.933  2.564  -4.527  0.01
C  -0.397  1.480  -3.591  0.03
Ge  -0.711  1.947  -1.667  0.10
C  0.373  3.519  -1.048  0.03
C  -0.154  4.819  -1.652  0.01
C  -2.616  2.252  -1.392  0.01
C  -3.384  1.506  -0.592  -0.01
Ge  -2.426  0.060  0.419  0.01
C  -2.589  0.218  2.404  0.01
C  -2.698  1.682  2.836  0.00
C  -2.834  -1.806  -0.194  0.01
C  -4.300  -2.183  0.032  0.00
C  -4.834  1.682  -0.411  0.00
C  -5.588  2.523  -1.238  0.00
C  -6.944  2.691  -1.029  0.00
C  -7.586  2.019  0.004  0.00
C  -6.859  1.170  0.824  0.00
C  -5.501  1.006  0.614  0.00
H  -0.753  2.261  -5.559  0.00
H  -0.437  3.521  -4.375  0.00
H  -2.007  2.702  -4.403  0.00
H  0.677  1.338  -3.739  0.00
H  -0.901  0.534  -3.797  0.00
H  1.415  3.346  -1.323  0.00
H  0.302  3.548  0.037  0.00
H  -0.017  4.855  -2.731  0.00
H  0.399  5.654  -1.221  0.00
H  -1.212  4.968  -1.430  0.00
H  -3.039  3.067  -1.976  0.00
H  -1.715  -0.259  2.850  0.00
H  -3.461  -0.353  2.729  0.00
H  -1.904  2.286  2.390  0.00
H  -2.627  1.779  3.920  0.00
H  -3.649  2.109  2.520  0.00
H  -2.183  -2.482  0.364  0.00
H  -2.584  -1.891  -1.253  0.00
H  -4.573  -2.122  1.087  0.00
H  -4.464  -3.211  -0.294  0.00
H  -4.970  -1.538  -0.534  0.00
H  -5.119  3.044  -2.062  0.00
H  -7.510  3.347  -1.677  0.00
H  -8.647  2.154  0.164  0.00
H  -7.355  0.637  1.625  0.00
H  -4.940  0.340  1.262  0.00

# C30H38N4OS2

A molecular structure, C30H38N4OS2 at a distorted geometry (ωB97M-V/def2-TZVPD, the OMol25 dataset).

Output
HOMO energy	-5.67	eV
LUMO level	-2.18	eV
charge	0
DFT total energy	-2256.54190	Eh
orbital gap	3.5	eV

Each line ends with the Mulliken charge.
Atoms and positions in Å:
C  -6.049  3.342  -3.298  -1.03
N  -4.621  3.357  -3.038  0.02
C  -4.017  2.060  -3.102  -0.85
C  -2.573  2.095  -2.629  -0.41
N  -1.803  3.160  -3.262  0.19
C  -0.418  3.028  -3.001  -0.02
S  0.375  1.544  -3.301  -0.45
S  0.660  4.190  -2.371  -0.36
C  -2.443  4.483  -3.275  -0.78
C  -3.893  4.379  -3.752  -0.68
H  -6.453  4.347  -3.134  0.33
H  -6.316  3.035  -4.326  0.36
H  -6.534  2.638  -2.614  0.32
H  -4.595  1.386  -2.449  0.43
H  -4.015  1.655  -4.137  0.30
H  -2.558  2.210  -1.530  0.07
H  -2.102  1.137  -2.899  0.25
H  -2.434  4.937  -2.273  0.35
H  -1.862  5.147  -3.935  0.48
H  -3.877  4.172  -4.843  0.31
H  -4.427  5.325  -3.572  0.41
C  1.654  -4.948  -0.133  -1.03
N  1.281  -3.584  -0.424  0.32
C  0.398  -3.300  -1.424  -0.08
O  -0.142  -4.117  -2.171  -0.70
C  0.164  -1.804  -1.408  0.38
C  -1.289  -1.435  -1.141  -0.63
C  -1.756  -2.010  0.166  0.13
C  -2.194  -3.338  0.225  -0.17
C  -2.605  -3.885  1.436  -0.75
C  -2.572  -3.107  2.600  -0.47
C  -2.165  -1.767  2.537  -0.76
C  -1.767  -1.218  1.319  0.01
N  1.039  -1.345  -0.334  0.57
C  1.184  -0.036  -0.071  0.70
C  1.993  0.478  0.947  0.15
C  2.214  1.836  1.184  -0.85
C  3.006  2.329  2.287  0.75
C  3.219  3.726  2.420  -0.52
C  3.996  4.255  3.444  -0.60
C  4.599  3.419  4.390  -0.37
C  4.392  2.037  4.298  -0.69
C  3.612  1.491  3.283  -0.17
C  1.745  -2.454  0.344  0.49
C  1.357  -2.620  1.839  -1.02
C  2.586  -3.213  2.525  -0.92
C  3.788  -3.085  1.562  -0.66
C  3.305  -2.377  0.297  -1.27
H  1.179  -5.578  -0.893  0.44
H  2.745  -5.075  -0.181  0.26
H  1.297  -5.270  0.860  0.27
H  0.504  -1.382  -2.368  0.33
H  -1.382  -0.346  -1.169  -0.11
H  -1.853  -1.848  -1.984  0.73
H  -2.220  -3.929  -0.692  0.43
H  -2.954  -4.921  1.466  0.40
H  -2.878  -3.538  3.554  0.39
H  -2.157  -1.139  3.433  0.39
H  -1.471  -0.169  1.249  0.48
H  0.638  0.619  -0.767  -0.09
H  2.481  -0.229  1.621  -0.60
H  1.759  2.552  0.487  0.41
H  2.745  4.382  1.690  0.46
H  4.138  5.331  3.508  0.37
H  5.219  3.832  5.186  0.38
H  4.857  1.379  5.039  0.37
H  3.455  0.402  3.264  0.51
H  1.098  -1.635  2.240  0.37
H  0.459  -3.248  1.923  0.33
H  2.783  -2.691  3.468  0.38
H  2.416  -4.267  2.778  0.40
H  4.608  -2.535  2.040  0.43
H  4.169  -4.085  1.322  0.38
H  3.676  -2.840  -0.628  0.41
H  3.600  -1.326  0.302  0.38

# C30H38O4

2 unconnected molecules or ions with the total composition C30H38O4 at a distorted geometry (ωB97M-V/def2-TZVPD, the OMol25 dataset).

Output
HOMO energy	-6.70	eV
LUMO level	-2.09	eV
charge	0
relative energy (zero: lowest compared OMol25 entry of this formula, charge and spin)	0.0	kJ/mol
DFT total energy	-1466.84629	Eh
orbital gap	4.6	eV

Each line ends with the Mulliken charge.
Atoms and positions in Å:
C  3.444  -4.237  2.192  -1.22
C  1.961  -4.030  2.049  -0.20
O  1.750  -2.704  1.525  -0.08
C  0.429  -2.455  1.343  0.21
C  -0.008  -1.064  1.266  0.86
C  -1.476  -0.784  1.422  -0.26
C  -2.340  -1.724  0.575  0.34
C  -3.837  -1.539  0.789  -0.88
C  -4.230  -1.649  2.270  -0.68
C  -3.403  -0.691  3.131  -0.85
C  -1.894  -0.834  2.913  -0.78
C  0.845  0.036  1.711  0.07
O  0.377  1.094  2.127  -0.70
O  2.181  -0.143  1.597  -0.07
C  2.959  0.918  2.192  -0.02
C  4.394  0.477  2.129  -1.30
O  -0.351  -3.418  1.270  -0.71
H  3.618  -5.246  2.574  0.42
H  3.972  -4.141  1.238  0.28
H  3.888  -3.533  2.901  0.27
H  1.512  -4.783  1.388  0.28
H  1.469  -4.091  3.032  0.27
H  -1.603  0.245  1.050  0.51
H  -2.050  -1.590  -0.477  -0.79
H  -2.050  -2.747  0.846  0.30
H  -4.122  -0.550  0.406  0.37
H  -4.371  -2.288  0.196  0.37
H  -5.299  -1.435  2.390  0.37
H  -4.090  -2.684  2.612  0.34
H  -3.689  0.342  2.894  0.34
H  -3.618  -0.849  4.193  0.40
H  -1.548  -1.798  3.317  0.30
H  -1.339  -0.046  3.440  0.32
H  2.792  1.855  1.645  0.10
H  2.634  1.056  3.230  0.33
H  5.044  1.277  2.487  0.44
H  4.558  -0.392  2.775  0.26
H  4.703  0.209  1.114  0.29
C  -2.115  -3.800  -4.830  -1.50
C  -1.528  -2.846  -3.842  1.32
C  -0.544  -3.298  -2.952  -1.00
C  0.070  -2.421  -2.074  -0.02
C  -0.228  -1.030  -2.108  0.25
C  0.558  -0.099  -1.363  -0.59
C  0.472  1.276  -1.578  -0.43
C  1.313  2.208  -0.984  -0.17
C  1.120  3.616  -1.085  0.82
C  2.035  4.519  -0.470  -0.58
C  1.847  5.890  -0.547  -0.71
C  0.746  6.421  -1.236  1.14
C  0.543  7.898  -1.285  -1.40
C  -0.159  5.553  -1.863  -0.88
C  0.012  4.180  -1.787  -0.64
C  -1.322  -0.614  -2.926  -0.19
C  -1.928  -1.504  -3.801  -1.09
H  -2.882  -3.313  -5.435  0.36
H  -1.344  -4.179  -5.511  0.33
H  -2.557  -4.670  -4.332  0.33
H  -0.246  -4.349  -2.963  0.40
H  0.826  -2.771  -1.367  0.31
H  1.372  -0.499  -0.757  0.53
H  -0.269  1.640  -2.296  0.28
H  2.197  1.855  -0.448  0.56
H  2.885  4.094  0.068  0.35
H  2.559  6.568  -0.068  0.38
H  -0.333  8.140  -1.890  0.35
H  0.382  8.312  -0.283  0.31
H  1.418  8.404  -1.708  0.33
H  -1.007  5.975  -2.409  0.28
H  -0.718  3.525  -2.263  0.35
H  -1.670  0.420  -2.882  0.44
H  -2.714  -1.161  -4.479  0.28